ORCA calculation (ωB97M-V/def2-TZVPD) on C31H47BrN2P2Pb as an isolated structure.

## Properties
**2S+1**: 1
**DFT total energy**: -129715.5147 eV
**Energy above the lowest of the compared OMol25 structures with the same formula, charge and spin**: 0.0 kJ/mol
**F_max**: 3.215 eV Å⁻¹
**Net charge**: +4
**HOMO (alpha / beta)**: -18.94 / -18.98 eV
**HOMO-LUMO gap (alpha / beta)**: 4.76 / 6.72 eV
**Lowest unoccupied orbital energy (alpha / beta)**: -14.2 / -12.3 eV

Structure (XYZ):
```
84
Properties=species:S:1:pos:R:3:mulliken_charge:R:1
N 7.884 -5.541 -0.300 -0.3669
C 7.684 -4.998 0.900 -0.3746
C 6.531 -4.285 1.228 -0.4808
C 5.505 -4.122 0.276 1.0302
C 5.751 -4.687 -0.997 -0.4339
C 6.946 -5.378 -1.227 -0.4094
C 4.316 -3.329 0.582 -0.2411
Pb 0.637 -1.363 1.958 1.2059
P -5.762 -0.666 0.331 0.3921
C 3.232 -3.202 -0.257 -0.8497
C 2.236 -2.135 -0.317 1.2057
C 0.987 -2.321 -0.993 -0.9185
C 0.106 -1.273 -1.147 -0.6561
C 0.497 0.060 -0.825 0.5068
C 1.554 0.206 0.094 -2.4577
C 2.433 -0.875 0.368 -1.0743
Br -1.775 0.390 0.608 -0.3304
H 4.354 -2.811 1.553 0.3845
H 3.076 -3.989 -1.026 0.4294
H 6.430 -3.894 2.232 0.3908
H 5.033 -4.611 -1.800 0.3221
H 8.473 -5.148 1.631 0.3973
H 7.137 -5.820 -2.202 0.3956
H 0.775 -3.306 -1.462 0.5426
H 3.325 -0.748 0.990 0.6150
H -0.890 -1.451 -1.570 0.9428
H 1.736 1.171 0.570 1.4298
P 0.133 1.479 -1.986 0.7818
C -4.670 -1.301 1.654 -0.0877
C -5.430 -2.397 2.410 -1.3366
H -4.425 -0.451 2.308 0.4136
H -3.745 -1.668 1.186 0.0900
H -4.864 -2.689 3.297 0.3777
H -6.416 -2.040 2.731 0.4024
H -5.568 -3.287 1.784 0.3666
C -5.047 -1.362 -1.211 0.3475
C -6.049 -1.282 -2.375 -1.2433
H -4.791 -2.410 -0.990 0.4461
H -4.121 -0.803 -1.420 -0.4700
H -5.668 -1.849 -3.234 0.3919
H -7.021 -1.710 -2.091 0.3869
H -6.214 -0.242 -2.691 0.3358
C -5.327 1.113 0.149 0.2186
C -6.164 2.043 1.032 -1.2970
H -5.503 1.347 -0.913 0.3861
H -4.245 1.172 0.365 -0.3659
H -5.731 3.048 1.010 0.3873
H -7.191 2.121 0.651 0.3749
H -6.193 1.715 2.077 0.3543
C -0.403 3.235 -1.942 -0.4654
C 0.305 4.053 -3.022 -1.1193
H -0.314 3.657 -0.928 0.4952
H -1.479 3.204 -2.169 0.5949
H 1.272 4.425 -2.680 0.2966
H 0.461 3.484 -3.949 0.3131
H -0.309 4.917 -3.283 0.4599
C -1.211 0.713 -2.925 -0.2549
C -0.656 -0.268 -3.934 -1.2211
H -1.675 1.575 -3.419 0.7579
H -1.930 0.290 -2.199 -0.3379
H 0.227 0.143 -4.441 0.3534
H -0.351 -1.211 -3.483 0.3833
H -1.441 -0.488 -4.665 0.4700
C 1.780 1.454 -2.796 -1.0239
C 2.778 2.234 -1.946 -1.2029
H 1.635 1.897 -3.784 0.7053
H 2.134 0.422 -2.947 0.6487
H 3.722 1.684 -1.889 0.3270
H 2.975 3.236 -2.339 0.4300
H 2.450 2.376 -0.914 0.2662
C 1.891 4.752 4.790 -1.4267
C 1.318 3.488 4.242 0.9049
C 1.116 2.366 5.056 -0.6004
C 0.697 1.162 4.494 -0.4777
N 0.509 1.040 3.159 0.0737
C 0.492 2.170 2.423 -0.2135
C 0.984 3.375 2.894 -0.7708
H 1.206 5.221 5.499 0.3628
H 2.824 4.539 5.316 0.3754
H 2.091 5.461 3.990 0.3623
H 1.307 2.397 6.125 0.4636
H 0.498 0.274 5.111 0.4391
H 0.042 2.105 1.427 0.3983
H 1.093 4.199 2.192 0.3749
```


ORCA calculation (ωB97M-V/def2-TZVPD) on C31H47BrN2P2Tc as an isolated structure.

## Properties
**2S+1**: 4
**DFT total energy**: -126663.8945 eV
**Energy above the lowest of the compared OMol25 structures with the same formula, charge and spin**: 0.0 kJ/mol
**F_max**: 4.775 eV Å⁻¹
**Net charge**: +4
**HOMO (alpha / beta)**: -19.26 / -19.00 eV
**HOMO-LUMO gap (alpha / beta)**: 5.98 / 5.08 eV
**Lowest unoccupied orbital energy (alpha / beta)**: -13.3 / -13.9 eV

Structure (XYZ):
```
84
Properties=species:S:1:pos:R:3:mulliken_charge:R:1
N -6.863 5.129 -6.332 -0.3714
C -6.703 5.589 -5.089 -0.3372
C -5.833 4.983 -4.164 -0.4871
C -5.078 3.844 -4.552 0.7888
C -5.292 3.372 -5.871 -0.3689
C -6.174 4.056 -6.723 -0.4039
C -4.097 3.195 -3.685 -0.0531
Tc 0.490 -0.031 -0.313 0.0062
P 4.669 -0.642 -0.835 0.1900
C -3.249 2.199 -4.079 -0.4554
C -2.225 1.701 -3.215 0.8170
C -1.038 1.189 -3.794 -0.9998
C 0.116 1.066 -3.027 -0.2023
C 0.068 1.456 -1.659 -0.2433
C -1.183 1.796 -1.039 0.0696
C -2.334 1.821 -1.811 -1.1009
Br 1.692 2.710 -0.656 -0.0561
H -4.022 3.582 -2.661 0.4672
H -3.237 1.807 -5.097 0.3040
H -5.744 5.409 -3.166 0.4153
H -4.795 2.490 -6.272 0.3713
H -7.283 6.467 -4.809 0.4035
H -6.331 3.719 -7.751 0.3946
H -1.040 0.958 -4.868 0.3851
H -3.324 1.983 -1.363 0.6074
H 1.032 0.644 -3.448 0.7275
H -1.252 2.076 0.010 0.6408
P -0.464 -1.842 -1.002 1.7333
C 4.796 1.180 -0.833 -0.0418
C 6.177 1.655 -1.306 -1.3704
H 4.625 1.505 0.202 0.4871
H 3.975 1.609 -1.426 0.0252
H 6.292 2.731 -1.158 0.3986
H 6.970 1.153 -0.741 0.3915
H 6.335 1.442 -2.369 0.3535
C 4.088 -1.121 -2.497 0.3148
C 5.069 -2.111 -3.140 -1.4039
H 4.022 -0.198 -3.087 0.4725
H 3.078 -1.542 -2.444 -0.2706
H 4.837 -2.266 -4.196 0.4154
H 6.094 -1.733 -3.081 0.4099
H 5.045 -3.086 -2.641 0.3836
C 3.471 -1.175 0.436 0.6519
C 4.327 -1.808 1.558 -1.3937
H 2.780 -1.918 -0.007 -0.2841
H 2.892 -0.312 0.818 0.0705
H 3.771 -2.543 2.144 0.3927
H 5.203 -2.318 1.131 0.4270
H 4.689 -1.038 2.245 0.4113
C -0.389 -3.328 0.096 -0.5894
C -1.536 -4.331 0.018 -1.4118
H -0.243 -3.003 1.134 0.6809
H 0.549 -3.816 -0.193 0.6221
H -2.454 -3.969 0.492 0.2918
H -1.772 -4.625 -1.010 0.3390
H -1.236 -5.243 0.549 0.4497
C 0.502 -2.434 -2.442 0.6463
C -0.115 -2.358 -3.834 -1.3664
H 0.753 -3.475 -2.201 0.7391
H 1.446 -1.874 -2.437 -1.0935
H -1.029 -2.957 -3.911 0.3640
H -0.337 -1.329 -4.145 0.2330
H 0.609 -2.771 -4.549 0.4811
C -2.168 -1.820 -1.688 -1.0419
C -3.324 -1.485 -0.744 -1.3845
H -2.312 -2.817 -2.131 0.7177
H -2.149 -1.116 -2.537 0.4479
H -4.000 -0.762 -1.232 0.3244
H -3.914 -2.389 -0.517 0.4012
H -2.979 -1.044 0.201 0.2049
C -2.402 1.330 5.172 -1.4311
C -1.575 0.995 3.970 0.9009
C -0.787 1.946 3.329 -0.7826
C -0.097 1.592 2.175 -0.3471
N -0.169 0.350 1.628 0.1658
C -0.935 -0.585 2.268 -0.5457
C -1.653 -0.280 3.414 -1.0501
H -1.884 2.055 5.808 0.4213
H -3.376 1.757 4.892 0.3134
H -2.588 0.421 5.754 0.4112
H -0.760 2.979 3.674 0.4951
H 0.568 2.299 1.676 0.4040
H -1.003 -1.580 1.825 0.4438
H -2.251 -1.064 3.889 0.4620
```


ORCA calculation (ωB97M-V/def2-TZVPD) on C31H47ClLaO2P2 as an isolated structure.

## Properties
**2S+1**: 1
**DFT total energy**: -68958.2788 eV
**Energy above the lowest of the compared OMol25 structures with the same formula, charge and spin**: 0.0 kJ/mol
**F_max**: 3.334 eV Å⁻¹
**Net charge**: +1
**HOMO**: -10.80 eV
**HOMO-LUMO gap**: 7.61 eV
**Lowest unoccupied orbital energy**: -3.2 eV

Structure (XYZ):
```
84
Properties=species:S:1:pos:R:3:mulliken_charge:R:1
La -1.012 1.480 0.470 1.5022
C 0.757 1.285 2.858 1.0111
C 1.412 1.464 1.601 1.4670
C -0.022 3.268 1.912 0.3151
C -0.160 2.348 3.009 0.8480
C 0.980 2.726 1.031 -0.7601
C 1.216 0.397 3.966 -1.7487
H 2.304 0.490 4.147 0.3694
H 1.021 -0.667 3.754 0.2549
H 0.739 0.602 4.939 0.4036
C -0.844 2.685 4.275 -1.8312
H -0.244 2.357 5.135 0.3118
H -1.823 2.207 4.355 0.2076
H -1.027 3.758 4.385 0.3849
C -0.655 4.618 1.890 -1.3485
H -0.689 5.032 2.906 0.4134
H -1.686 4.658 1.515 0.2300
H -0.061 5.322 1.293 0.3900
C 1.122 3.108 -0.408 -1.2733
H 2.084 3.616 -0.559 0.4235
H 0.340 3.815 -0.743 0.3830
H 1.149 2.272 -1.147 0.1798
C 2.579 0.639 1.194 -1.5576
H 3.541 1.110 1.455 0.4108
H 2.612 0.467 0.120 0.3216
H 2.594 -0.337 1.698 0.3830
C 0.308 -3.431 0.311 -0.4367
C 1.454 -3.981 0.770 -0.7668
C 2.771 -3.466 0.250 -0.3429
C 3.125 -3.817 -1.227 -0.8986
C 3.162 -2.664 -2.181 -0.7461
C 2.415 -1.561 -2.033 -0.4537
C 1.196 -1.511 -1.134 1.5658
C 0.342 -2.787 -1.045 -0.2380
H 3.570 -3.908 0.857 0.5125
H 2.518 -4.639 -1.633 0.3584
H 2.786 -2.366 0.358 -0.1439
H 0.712 -3.540 -1.752 0.4042
H -0.628 -3.365 0.865 0.2277
H 1.509 -4.769 1.538 0.4509
H -0.688 -2.560 -1.345 0.0236
H 1.464 -1.123 -0.139 -0.3438
H 2.609 -0.633 -2.589 0.3782
H 0.540 -0.728 -1.558 -0.7798
H 4.160 -4.189 -1.226 0.4876
H 3.910 -2.726 -2.976 0.4292
P -1.000 -0.674 -3.517 1.0980
P -0.771 2.292 -3.106 0.4853
C -0.900 0.358 -5.088 -1.2599
C -1.482 1.713 -4.771 -1.1589
H -1.414 -0.126 -5.936 0.5486
H 0.170 0.450 -5.344 0.4726
H -1.198 2.418 -5.567 0.5120
H -2.583 1.684 -4.723 0.4484
C -1.414 3.971 -3.552 -1.3487
H -0.947 4.752 -2.946 0.3888
H -2.493 3.947 -3.350 0.3911
H -1.267 4.191 -4.623 0.3927
C 0.948 2.495 -3.824 -1.2017
H 0.905 2.698 -4.903 0.4847
H 1.565 1.600 -3.676 0.1538
H 1.457 3.331 -3.337 0.4339
C -2.723 -1.337 -3.734 -1.4580
H -2.992 -1.770 -2.759 0.3968
H -2.811 -2.106 -4.519 0.3672
H -3.424 -0.516 -3.946 0.3922
C 0.096 -1.877 -4.430 -1.3937
H -0.092 -1.910 -5.520 0.4717
H 0.079 -2.896 -4.030 0.3436
H 1.125 -1.500 -4.301 0.2986
Cl -2.508 -3.338 7.564 -0.1947
C -2.436 -2.504 6.069 0.6168
C -2.285 -3.239 4.884 -0.8956
C -2.200 -2.546 3.671 -0.0232
C -2.332 -1.146 3.652 0.2707
C -2.433 -0.427 4.853 -0.0457
C -2.523 -1.107 6.072 -1.2446
C -2.164 -0.381 2.361 0.5479
O -1.278 -0.762 1.502 -0.4481
O -2.797 0.698 2.100 -0.7773
H -2.249 -4.330 4.927 0.4145
H -2.003 -3.113 2.755 0.3541
H -2.416 0.665 4.908 0.3913
H -2.674 -0.609 7.026 0.3961
```


ORCA calculation (ωB97M-V/def2-TZVPD) on C31H47MgN4O2SbSi2 as an isolated structure.

## Properties
**2S+1**: 1
**DFT total energy**: -70707.6994 eV
**Energy above the lowest of the compared OMol25 structures with the same formula, charge and spin**: 76.7 kJ/mol
**F_max**: 0.150 eV Å⁻¹
**HOMO**: -6.98 eV
**HOMO-LUMO gap**: 7.17 eV
**Lowest unoccupied orbital energy**: 0.2 eV

Structure (XYZ):
```
88
Properties=species:S:1:pos:R:3:mulliken_charge:R:1
Mg -0.215 0.016 0.677 1.5734
O 6.733 -1.470 -2.504 -0.5026
C 6.116 -0.301 -2.835 0.6203
O 6.637 0.421 -3.643 -0.5831
C 4.835 -0.005 -2.159 0.8322
C 4.069 -0.950 -1.464 -1.0004
C 2.873 -0.610 -0.882 -0.6808
C 2.343 0.707 -0.959 0.3027
C 3.150 1.658 -1.633 -0.3516
C 4.344 1.298 -2.220 -1.2232
N 1.140 0.960 -0.416 -0.4269
C 0.590 2.318 -0.418 0.1706
C -1.728 2.095 0.555 0.8719
C -2.746 2.808 1.203 -1.4948
C -4.046 2.429 0.981 -0.8051
C -4.326 1.354 0.129 -1.0364
C -3.266 0.673 -0.416 -0.5665
N -1.988 1.008 -0.185 0.2384
H 6.282 -1.876 -1.756 0.2953
H 4.390 -1.985 -1.386 0.1215
H 2.315 -1.360 -0.329 0.2418
H 2.836 2.689 -1.690 0.5114
H 4.934 2.039 -2.745 0.4455
H 1.371 3.037 -0.135 1.2568
H -2.488 3.644 1.836 0.5505
H -4.855 2.974 1.451 0.4946
H -5.341 1.048 -0.077 0.5018
H -3.421 -0.196 -1.047 0.3602
C -0.271 -1.469 5.027 -1.2410
Si -1.310 -0.601 3.723 -0.0750
C -2.084 -1.984 2.700 -0.7787
C -2.699 0.334 4.570 -1.0915
N -0.455 0.411 2.630 0.5047
C -0.006 1.675 2.986 1.0605
C 0.407 2.024 4.285 -0.4670
C 0.868 3.290 4.596 -0.7440
C 0.945 4.283 3.627 -1.0835
C 0.529 3.981 2.341 -0.0590
C 0.059 2.716 2.027 -0.7551
N -0.390 2.427 0.693 0.0949
Si -0.122 2.907 -2.128 0.1696
C 1.043 4.162 -2.901 -1.3222
C -1.764 3.807 -1.953 -1.2144
C -0.298 1.425 -3.252 -0.8383
H -0.860 -2.245 5.525 0.3602
H 0.098 -0.795 5.801 0.3860
H 0.596 -1.949 4.567 0.3154
H -2.786 -2.549 3.320 0.5873
H -1.332 -2.692 2.339 0.0059
H -2.646 -1.603 1.840 0.2347
H -3.244 -0.304 5.269 0.4036
H -3.407 0.707 3.826 0.2605
H -2.320 1.194 5.126 0.3682
H 0.393 1.263 5.055 0.2076
H 1.185 3.501 5.610 0.4229
H 1.314 5.270 3.869 0.4146
H 0.556 4.733 1.559 0.4721
H 1.423 4.872 -2.162 0.3802
H 0.501 4.737 -3.656 0.4231
H 1.897 3.695 -3.392 0.3714
H -1.725 4.566 -1.168 0.2990
H -2.608 3.148 -1.746 0.1955
H -1.973 4.321 -2.895 0.5353
H 0.672 0.947 -3.403 0.2263
H -0.687 1.723 -4.229 0.5722
H -0.979 0.690 -2.817 0.0124
C 0.425 -5.541 -0.363 -1.1916
C 0.835 -4.128 0.039 -0.7111
Sb -0.431 -2.532 -0.649 -0.2954
C -2.314 -3.545 -0.854 -0.7793
C -2.491 -4.364 -2.128 -1.1333
C 0.192 -2.292 -2.691 -0.2843
C 0.866 -3.495 -3.340 -1.2733
H 1.095 -6.276 0.089 0.4263
H 0.465 -5.679 -1.443 0.2131
H -0.587 -5.777 -0.032 0.2667
H 1.839 -3.893 -0.319 0.3403
H 0.863 -4.030 1.126 0.6353
H -3.081 -2.772 -0.781 0.4989
H -2.421 -4.164 0.038 0.4842
H -2.362 -3.751 -3.021 0.2870
H -3.491 -4.800 -2.172 0.3974
H -1.773 -5.182 -2.183 0.2195
H 0.865 -1.434 -2.672 0.0055
H -0.695 -1.984 -3.248 0.6223
H 1.740 -3.817 -2.772 0.2507
H 1.209 -3.241 -4.345 0.4424
H 0.190 -4.346 -3.427 0.2472
```


ORCA calculation (ωB97M-V/def2-TZVPD) on C31H47NO2P2ReS2 as an isolated structure.

## Properties
**2S+1**: 4
**DFT total energy**: -80848.7239 eV
**Energy above the lowest of the compared OMol25 structures with the same formula, charge and spin**: 453.3 kJ/mol
**F_max**: 4.487 eV Å⁻¹
**Net charge**: +2
**HOMO (alpha / beta)**: -13.32 / -12.84 eV
**HOMO-LUMO gap (alpha / beta)**: 7.03 / 4.21 eV
**Lowest unoccupied orbital energy (alpha / beta)**: -6.3 / -8.6 eV

Structure (XYZ):
```
86
Properties=species:S:1:pos:R:3:mulliken_charge:R:1
Re -0.207 -1.256 -1.956 0.0307
C -1.670 -1.112 -0.417 0.4260
C -2.235 -0.905 -1.727 0.7294
C -1.333 -3.050 -1.661 -0.0129
C -1.093 -2.436 -0.393 0.8681
C -2.031 -2.109 -2.475 0.3080
C -2.104 -0.329 0.783 0.6761
H -1.533 0.587 0.924 -0.1205
H -2.025 -0.942 1.693 -1.1818
H -3.159 -0.042 0.679 0.6660
C -0.831 -3.268 0.848 -0.4990
H -1.437 -2.948 1.716 -0.1998
H 0.202 -3.249 1.203 0.2187
H -1.100 -4.331 0.680 0.3397
C -1.328 -4.509 -1.978 -1.4776
H -2.314 -4.786 -2.403 0.3543
H -1.135 -5.130 -1.102 0.4677
H -0.557 -4.729 -2.724 0.2156
C -2.670 -2.447 -3.785 -1.4692
H -3.365 -3.315 -3.669 0.3320
H -1.895 -2.729 -4.515 0.2843
H -3.232 -1.596 -4.197 0.4097
C -3.039 0.240 -2.212 -1.6699
H -4.124 0.113 -2.113 0.2500
H -2.840 0.376 -3.272 0.5724
H -2.764 1.145 -1.681 0.2483
C 0.417 2.014 2.164 -0.6221
C -0.572 2.916 2.071 -0.4320
C -0.871 3.845 0.925 -0.5186
C 0.351 4.482 0.212 -1.2136
C 0.704 3.626 -0.965 -0.6931
C 0.474 2.320 -1.144 0.3234
C 0.887 1.238 -0.168 1.5467
C 1.480 1.813 1.140 -1.1554
H -1.575 4.644 1.223 0.5460
H 1.168 4.714 0.904 0.3563
H -1.447 3.283 0.138 0.0365
H 2.080 2.713 0.954 0.5341
H 0.388 1.218 2.900 0.1812
H -1.349 2.944 2.861 0.3923
H 2.150 1.031 1.521 0.5751
H 0.053 0.592 0.085 -1.1227
H -0.022 1.987 -2.064 0.1644
H 1.639 0.570 -0.666 -0.0639
H 0.071 5.471 -0.189 0.5410
H 1.089 4.236 -1.769 0.8766
P 3.127 1.996 -1.785 0.9148
P 1.779 -0.618 -3.362 0.9464
C 3.822 1.560 -3.435 -1.0400
C 3.626 0.064 -3.632 -1.2875
H 4.887 1.844 -3.387 0.5748
H 3.327 2.187 -4.197 0.4467
H 3.918 -0.230 -4.655 0.5763
H 4.246 -0.521 -2.929 0.4938
C 2.267 -2.190 -4.199 -1.2342
H 1.384 -2.812 -4.387 0.3768
H 2.957 -2.734 -3.532 0.4106
H 2.771 -1.961 -5.152 0.4518
C 1.082 0.431 -4.725 -1.3275
H 1.826 0.538 -5.528 0.4635
H 0.825 1.413 -4.318 0.3072
H 0.175 -0.040 -5.108 0.4493
C 4.458 1.304 -0.708 -1.3896
H 4.132 1.337 0.344 0.3468
H 5.379 1.898 -0.828 0.4402
H 4.660 0.257 -0.990 0.3759
C 3.630 3.793 -1.905 -1.5519
H 3.018 4.258 -2.698 0.3815
H 4.695 3.871 -2.175 0.5210
H 3.430 4.298 -0.948 0.3911
O -4.284 -2.885 4.318 -0.5890
S -3.553 -1.636 4.344 1.1073
O -4.238 -0.396 4.036 -0.5958
N -2.110 -1.747 3.508 -0.2764
C -0.998 -1.548 4.243 0.5443
S 0.506 -1.455 3.542 -0.1225
C -1.303 -1.429 5.675 0.4142
C -0.460 -1.281 6.787 -0.6545
C -1.017 -1.213 8.068 -0.5741
C -2.404 -1.286 8.255 -0.5252
C -3.257 -1.420 7.148 -0.5928
C -2.683 -1.478 5.885 0.1408
H 0.617 -1.232 6.615 0.4080
H -0.366 -1.107 8.936 0.3989
H -2.828 -1.241 9.257 0.4119
H -4.339 -1.488 7.243 0.4486
```